# 1
Molecular formula: CH3I3Si
Method: DFT, wB97M-V/def2-TZVPD

Geometry as XYZ:
```
8
Properties=species:S:1:pos:R:3:lowdin_charge:R:1
C -1.23 -0.06 -0.03 -0.32
Si 0.61 0.31 -0.05 -0.41
I 1.57 1.62 1.76 0.42
I 2.32 -2.68 0.36 -0.24
I 1.64 1.05 -2.10 0.43
H -1.60 0.04 1.08 0.07
H -1.79 0.71 -0.58 0.03
H -1.54 -1.00 -0.45 0.02
```

Results
Relative energy (zero: lowest compared OMol25 entry of this formula, charge and spin) in kcal per mole: 43.2
Gap between HOMO and LUMO in eV: 6.541
Total energy in Ha: -1222.5246
Charge: 0
F_max in hartree/bohr: 0.049

=====

# 2
Molecular formula: C39H45N3O4SSb2W
Method: DFT, wB97M-V/def2-TZVPD

Geometry as XYZ:
```
95
Properties=species:S:1:pos:R:3:lowdin_spin:R:1
W 0.00 -0.27 0.15 1.69
C 1.74 -3.45 -1.93 0.01
C 2.59 -3.77 -0.70 0.00
C 1.80 -4.02 0.59 0.01
Sb 1.18 -2.30 1.69 0.01
C -0.25 -3.06 3.03 0.00
C 0.07 -4.17 3.80 0.00
C -0.85 -4.68 4.70 0.00
C -2.09 -4.08 4.84 0.00
C -2.42 -2.97 4.07 0.00
C -1.50 -2.46 3.17 0.00
C 2.84 -2.01 2.97 -0.01
C 4.14 -2.05 2.46 0.00
C 5.22 -1.85 3.31 0.00
C 5.01 -1.59 4.66 0.00
C 3.72 -1.55 5.17 0.00
C 2.64 -1.76 4.33 0.00
Sb 0.95 -1.48 -2.18 0.02
C -0.23 -1.83 -3.88 0.01
C -1.62 -1.93 -3.79 0.00
C -2.35 -2.25 -4.92 0.00
C -1.70 -2.48 -6.13 0.00
C -0.32 -2.38 -6.21 0.00
C 0.42 -2.06 -5.09 0.00
C 2.61 -0.39 -2.90 -0.01
C 3.90 -0.89 -2.90 0.00
C 4.96 -0.09 -3.33 0.00
C 4.72 1.21 -3.74 0.00
C 3.43 1.72 -3.74 0.00
C 2.37 0.93 -3.32 0.00
H 0.88 -4.11 -1.99 0.00
H 2.32 -3.60 -2.84 0.00
H 3.36 -3.01 -0.54 0.00
H 3.13 -4.69 -0.92 0.00
H 2.41 -4.57 1.31 0.00
H 0.90 -4.61 0.40 0.00
H 1.05 -4.64 3.71 0.00
H -0.60 -5.55 5.30 0.00
H -2.81 -4.47 5.54 0.00
H -3.39 -2.50 4.17 0.00
H -1.78 -1.62 2.54 0.00
H 4.32 -2.26 1.41 0.00
H 6.23 -1.89 2.91 0.00
H 5.86 -1.44 5.31 0.00
H 3.56 -1.37 6.22 0.00
H 1.63 -1.76 4.74 0.00
H -2.13 -1.75 -2.86 0.00
H -3.43 -2.33 -4.86 0.00
H -2.28 -2.73 -7.01 0.00
H 0.18 -2.55 -7.16 0.00
H 1.50 -1.97 -5.16 0.00
H 4.10 -1.91 -2.60 0.00
H 5.96 -0.49 -3.34 0.00
H 5.54 1.83 -4.08 0.00
H 3.24 2.73 -4.09 0.00
H 1.36 1.33 -3.33 0.00
N 2.01 0.78 0.12 0.01
C 2.73 1.26 1.34 0.01
C 1.86 2.12 2.23 0.00
C 0.79 1.35 2.98 0.00
N -0.31 0.92 2.08 0.02
H 2.68 0.25 -0.45 0.00
H 1.80 1.59 -0.47 0.00
H 3.60 1.83 1.02 0.00
H 3.09 0.39 1.88 0.00
H 1.42 2.94 1.67 0.00
H 2.52 2.57 2.98 0.00
H 0.38 1.99 3.77 0.00
H 1.21 0.47 3.46 0.00
H -0.80 1.75 1.75 0.00
H -1.00 0.42 2.65 0.01
C -5.06 6.35 0.16 0.00
C -4.27 5.11 -0.14 0.00
C -3.90 4.24 0.89 0.00
C -3.17 3.10 0.62 0.00
C -2.79 2.84 -0.70 0.00
C -3.16 3.68 -1.74 0.00
C -3.89 4.81 -1.45 0.00
S -1.85 1.43 -1.05 0.01
O -0.40 1.70 -0.68 0.03
O -2.01 1.03 -2.41 0.01
N -2.09 0.29 0.04 0.04
C -3.09 -0.74 -0.18 0.00
C -2.40 -2.09 -0.11 0.01
O -2.97 -3.13 -0.19 0.02
O -1.06 -1.99 0.03 0.09
H -5.61 6.27 1.09 0.00
H -5.76 6.57 -0.64 0.00
H -4.39 7.21 0.25 0.00
H -4.21 4.44 1.90 0.00
H -2.92 2.40 1.41 0.00
H -2.88 3.44 -2.76 0.00
H -4.19 5.47 -2.25 0.00
H -3.58 -0.65 -1.16 0.00
H -3.87 -0.72 0.58 0.00
```

Results
Relative energy (zero: lowest compared OMol25 entry of this formula, charge and spin) in kcal per mole: 0.0
Spin multiplicity: 3
Gap between HOMO and LUMO (alpha / beta) in eV: 8.227 / 7.377
Total energy in Ha: -2923.6532
Charge: +2
F_max in hartree/bohr: 0.015

=====

# 3
Molecular formula: C3H3N3O
Method: DFT, wB97M-V/def2-TZVPD

Geometry as XYZ:
```
10
Properties=species:S:1:pos:R:3:lowdin_charge:R:1
N 2.81 -0.03 0.23 0.18
C 1.62 -0.30 0.19 -0.16
N -0.31 1.62 -0.56 0.14
N -0.60 0.50 -0.16 -0.29
O -2.45 -0.55 0.85 0.10
C -2.03 0.19 0.01 -0.23
C 0.33 -0.55 0.24 -0.07
H 3.34 -0.15 -0.63 0.09
H -2.62 0.80 -0.69 0.13
H -0.09 -1.51 0.51 0.11
```

Results
Relative energy (zero: lowest compared OMol25 entry of this formula, charge and spin) in kcal per mole: 100.8
Gap between HOMO and LUMO in eV: 8.546
Total energy in Ha: -355.4792
Charge: 0
F_max in hartree/bohr: 0.015

=====

# 4
Molecular formula: C23H49BO3
Method: DFT, wB97M-V/def2-TZVPD

Geometry as XYZ:
```
76
Properties=species:S:1:pos:R:3:lowdin_charge:R:1
C -0.01 0.31 2.85 0.03
C 0.64 1.33 2.08 -0.04
C -0.30 2.28 1.23 -0.42
O -1.39 1.82 0.85 0.06
O 0.17 3.58 1.01 -0.05
C -0.59 4.28 -0.01 -0.18
C -1.67 5.20 0.71 -0.17
C -3.18 4.69 0.61 -0.19
C -3.61 3.91 1.93 -0.21
C -4.98 4.40 2.60 -0.19
C -5.97 3.11 2.67 -0.16
B -7.48 3.59 3.00 -0.21
O -8.52 3.69 1.98 -0.08
C -8.70 2.36 1.45 -0.27
C -10.12 2.28 0.73 -0.08
H -0.58 0.63 3.79 0.08
H -0.03 -0.79 2.60 0.07
H 1.77 1.41 2.09 0.10
H -1.00 3.62 -0.83 0.13
H 0.15 4.99 -0.52 0.13
H -1.62 6.23 0.20 0.11
H -1.35 5.39 1.79 0.12
H -3.84 5.63 0.57 0.10
H -3.36 4.10 -0.35 0.12
H -3.72 2.81 1.68 0.10
H -2.79 4.04 2.72 0.11
H -5.49 5.26 2.06 0.11
H -4.78 4.69 3.68 0.11
H -5.92 2.65 1.63 0.10
H -5.57 2.35 3.42 0.11
H -7.80 3.91 4.10 0.08
H -7.89 2.12 0.70 0.12
H -8.71 1.58 2.29 0.13
H -9.99 2.59 -0.35 0.08
H -10.81 3.02 1.25 0.09
H -10.56 1.23 0.71 0.08
C 1.56 -2.65 -0.43 -0.11
C 1.57 -4.16 -0.27 -0.27
C 1.09 -4.63 1.10 -0.23
C 1.95 -4.17 2.29 -0.23
C 3.42 -4.57 2.22 -0.27
C 3.64 -6.08 2.23 -0.11
H 2.24 -2.16 0.27 0.07
H 1.87 -2.37 -1.44 0.05
H 0.56 -2.25 -0.26 0.08
H 2.57 -4.54 -0.48 0.10
H 0.91 -4.59 -1.03 0.11
H 1.03 -5.72 1.10 0.10
H 0.07 -4.28 1.26 0.11
H 1.51 -4.57 3.21 0.11
H 1.89 -3.08 2.38 0.09
H 3.94 -4.15 3.09 0.10
H 3.90 -4.14 1.34 0.10
H 3.20 -6.53 3.13 0.07
H 4.71 -6.31 2.22 0.07
H 3.19 -6.56 1.35 0.07
C 3.77 -3.30 -3.88 -0.11
C 4.78 -2.53 -3.04 -0.27
C 4.58 -1.01 -3.09 -0.23
C 4.75 -0.37 -4.47 -0.23
C 6.10 -0.61 -5.14 -0.27
C 7.27 -0.02 -4.37 -0.12
H 3.86 -3.05 -4.94 0.07
H 3.94 -4.37 -3.78 0.07
H 2.75 -3.08 -3.56 0.06
H 5.80 -2.79 -3.36 0.10
H 4.69 -2.86 -2.00 0.10
H 5.28 -0.55 -2.38 0.10
H 3.58 -0.78 -2.72 0.10
H 4.59 0.71 -4.37 0.11
H 3.96 -0.73 -5.13 0.10
H 6.07 -0.15 -6.14 0.10
H 6.26 -1.68 -5.31 0.10
H 7.15 1.05 -4.23 0.07
H 8.20 -0.19 -4.91 0.07
H 7.38 -0.49 -3.38 0.07
```

Results
Gap between HOMO and LUMO in eV: 7.533
Total energy in Ha: -1156.1408
Charge: 0
F_max in hartree/bohr: 0.057

=====

# 5
Molecular formula: C12H33HgIN3O3
Method: DFT, wB97M-V/def2-TZVPD

Geometry as XYZ:
```
53
Properties=species:S:1:pos:R:3:lowdin_charge:R:1
Hg -3.05 -1.18 -0.30 0.92
I -1.50 0.40 0.45 1.21
C 0.72 0.11 3.20 -0.05
C -0.35 -0.92 3.08 -0.48
C -0.55 -2.06 4.12 -0.17
O -1.83 -2.67 4.12 -0.19
C -1.89 -3.86 4.86 -0.12
N -1.65 -0.31 2.94 -0.13
H 0.66 0.92 2.48 0.05
H 1.69 -0.38 3.12 0.10
H 0.66 0.68 4.13 0.09
H -0.32 -1.38 2.09 0.09
H -0.37 -1.59 5.09 0.13
H 0.18 -2.86 4.04 0.13
H -1.30 -4.72 4.54 0.09
H -2.90 -4.26 4.78 0.09
H -1.66 -3.65 5.90 0.09
H -1.44 0.40 2.26 -0.25
H -1.73 0.31 3.73 0.10
C 2.46 3.07 -1.38 -0.01
C 1.19 2.58 -0.73 -0.40
C -0.02 2.84 -1.61 -0.22
O -0.35 4.22 -1.83 -0.12
C -0.88 4.91 -0.85 -0.19
N 1.28 1.20 -0.31 -0.08
H 2.41 4.11 -1.69 0.10
H 2.77 2.41 -2.19 0.09
H 3.23 2.96 -0.61 0.09
H 1.13 3.16 0.19 0.14
H -0.85 2.34 -1.11 0.04
H 0.01 2.45 -2.63 0.11
H -1.14 5.92 -1.19 0.10
H -0.49 4.96 0.17 0.09
H -1.89 4.55 -0.67 0.08
H 1.72 0.62 -1.01 0.03
H 0.34 0.89 -0.14 -0.15
C 0.57 0.53 -2.19 -0.19
C 0.04 -0.88 -2.16 -0.40
C 0.60 -1.82 -3.30 -0.15
O -0.08 -3.07 -3.18 -0.21
C -0.04 -3.91 -4.34 -0.08
N 0.42 -1.35 -0.86 0.00
H 1.65 0.70 -2.16 0.11
H 0.00 1.07 -1.44 -0.04
H 0.34 1.13 -3.06 0.10
H -1.04 -0.75 -2.21 0.07
H 1.63 -2.08 -3.07 0.13
H 0.52 -1.42 -4.31 0.13
H -0.11 -3.43 -5.32 0.09
H -0.80 -4.67 -4.21 0.08
H 0.86 -4.52 -4.23 0.09
H 1.31 -0.87 -0.77 0.07
H -0.17 -0.83 -0.23 -0.20
```

Results
Gap between HOMO and LUMO in eV: 3.735
Total energy in Ha: -1317.3222
Charge: +1
F_max in hartree/bohr: 0.149

=====

# 6
Molecular formula: C28H20BF2N6ORh
Method: DFT, wB97M-V/def2-TZVPD

Geometry as XYZ:
```
59
Properties=species:S:1:pos:R:3:lowdin_charge:R:1
Rh 0.01 -1.03 0.48 1.06
C 3.27 -1.79 -0.38 -0.01
C 3.13 -0.94 0.84 -0.26
C 4.27 -0.56 1.52 0.01
C 4.18 0.22 2.67 -0.03
C 2.93 0.59 3.11 0.01
C 1.79 0.20 2.40 -0.16
N 1.90 -0.57 1.25 0.07
C 0.46 0.53 2.80 -0.17
C 0.10 1.31 3.90 0.03
C -1.25 1.55 4.16 -0.03
C -2.22 1.01 3.32 0.03
C -1.84 0.23 2.23 -0.17
N -0.51 0.00 2.01 -0.03
C -2.70 -0.38 1.27 -0.16
C -4.10 -0.26 1.33 0.00
C -4.88 -0.85 0.37 -0.03
C -4.25 -1.56 -0.65 0.01
C -2.87 -1.65 -0.69 -0.26
C -2.24 -2.40 -1.81 -0.01
N -2.09 -1.09 0.26 0.07
H 4.32 -1.90 -0.64 0.09
H 2.74 -1.34 -1.22 0.07
H 2.86 -2.78 -0.19 0.09
H 5.23 -0.88 1.15 0.12
H 5.07 0.52 3.21 0.11
H 2.82 1.19 4.00 0.11
H 0.86 1.73 4.54 0.11
H -1.53 2.15 5.00 0.11
H -3.26 1.20 3.51 0.11
H -4.55 0.30 2.13 0.11
H -5.96 -0.77 0.40 0.11
H -4.83 -2.03 -1.43 0.12
H -2.99 -2.68 -2.55 0.09
H -1.77 -3.32 -1.44 0.08
H -1.48 -1.79 -2.30 0.09
F -1.25 -3.32 2.05 0.16
B -0.15 -2.59 1.86 -0.67
F 0.73 -2.83 2.82 0.16
O 0.51 -2.10 -1.05 -0.39
N 0.56 -3.32 -1.49 0.02
C 1.06 -3.58 -2.71 -0.32
C 1.71 -2.59 -3.46 -0.21
N 2.16 -1.71 -4.06 0.17
C 0.97 -4.85 -3.27 -0.20
N 0.94 -5.90 -3.76 0.16
C 0.04 0.77 -0.49 -0.09
C 0.08 1.85 -1.03 -0.14
C 0.12 3.03 -1.82 -0.28
C 1.14 3.19 -2.76 -0.04
C 1.19 4.33 -3.53 -0.09
C 0.23 5.32 -3.37 -0.10
C -0.78 5.17 -2.44 -0.10
C -0.84 4.02 -1.66 -0.05
H 1.88 2.41 -2.88 0.11
H 1.98 4.46 -4.26 0.10
H 0.27 6.21 -3.98 0.10
H -1.53 5.94 -2.32 0.10
H -1.63 3.89 -0.93 0.11
```

Results
Relative energy (zero: lowest compared OMol25 entry of this formula, charge and spin) in kcal per mole: 40.1
Gap between HOMO and LUMO in eV: 6.293
Total energy in Ha: -1817.9040
Charge: 0
F_max in hartree/bohr: 0.102

=====

What is the formula in the third record? C3H3N3O